(1)
Density functional theory data (the ωB97M-V functional and the def2-TZVPD basis) for CH5N3S2 in the gas phase at a distorted geometry.

Results
- Total energy: -27256.1289 eV
- SMILES: N=C(NS)NS
- ΔE to the lowest compared entry with this formula, charge and spin: 1.986 eV
- Molecular weight: 123.206 g mol⁻¹
- Multiplicity: 1
- Highest occupied orbital energy: -9.33 eV
- HOMO-LUMO gap: 9.594 eV

Last column: natural (NBO) charge in e.
Cartesian coordinates (Å):
N (1.5270, -0.7013, 1.1129)  -0.748
C (0.5411, -0.3713, 0.3193)  0.563
N (-0.1682, 0.8126, 0.1716)  -0.841
S (0.1853, 2.1220, 1.1131)  0.233
N (0.2581, -1.0129, -0.9391)  -0.808
S (-0.9251, -0.5884, -2.0487)  0.234
H (1.7877, 0.1135, 1.6169)  0.361
H (-0.7351, 0.8596, -0.8014)  0.398
H (-0.7432, 2.0451, 1.9033)  0.067
H (0.4922, -1.9701, -0.5744)  0.424
H (-2.2197, -1.3087, -1.8736)  0.116



(2)
Density functional theory data (the ωB97M-V functional and the def2-TZVPD basis) for a 2-piece molecular cluster, CH5N2O overall at a distorted geometry.

Results
- Total energy: -6133.8201 eV
- ΔE to the lowest compared entry with this formula, charge and spin: 5.261 eV
- Molecular weight: 61.064 g mol⁻¹
- Charge: +1
- Multiplicity: 1
- Highest occupied orbital energy: -14.35 eV
- HOMO-LUMO gap: 9.900 eV

Last column: natural (NBO) charge in e.
Cartesian coordinates (Å):
C (-3.3106, -0.3517, 0.9839)  0.422
N (-3.7026, -0.6047, -0.2936)  -0.387
N (0.4130, 0.7188, -0.6508)  -0.867
O (-2.5810, 0.3456, 0.1178)  -0.444
H (0.4985, 0.6242, -1.6295)  0.452
H (-4.5844, -0.0735, -0.7084)  0.414
H (1.4197, 0.6736, -0.3034)  0.459
H (-0.1841, 0.0034, -0.1530)  0.491
H (0.2158, 1.6948, -0.4606)  0.459